Record 1
C64H64FIN2O3SSbSiZn | ωB97M-V/def2-TZVPD

Element x y z (Å)
Zn  0.330656  -0.493821  0.433447
C  4.021169  -3.857197  1.740818
C  2.599595  -3.306907  1.951402
C  1.870494  -3.336871  0.611706
C  2.681909  -2.004584  2.752678
C  2.899252  -2.220496  4.110605
C  3.151525  -1.181306  4.979748
C  3.225554  0.098440  4.472938
C  2.991849  0.384762  3.127786
C  3.165272  1.877332  2.816738
C  3.474043  2.312695  1.385710
C  1.955734  2.666646  3.332754
C  2.646763  -0.678933  2.258606
N  2.268347  -0.424409  0.907901
C  3.287690  -0.411178  0.006865
C  4.624806  -0.764088  0.302680
C  5.624830  -0.700995  -0.651048
C  5.363278  -0.291119  -1.950993
C  4.062968  0.071644  -2.281070
C  3.091922  0.013946  -1.313280
F  1.846411  0.452995  -1.627196
H  3.967883  -4.893446  1.398263
H  4.609020  -3.826720  2.659567
H  4.538215  -3.278561  0.974903
H  2.077495  -4.007006  2.610018
H  2.428004  -2.814866  -0.164786
H  0.871383  -2.917535  0.692112
H  1.749256  -4.372750  0.289132
H  2.862683  -3.235020  4.493391
H  3.305182  -1.363073  6.036083
H  3.467070  0.919887  5.139988
H  4.027419  2.189555  3.417880
H  2.623788  2.136892  0.728639
H  4.343266  1.793380  0.988560
H  3.695672  3.383556  1.384194
H  1.082474  2.465530  2.719650
H  2.161995  3.739072  3.289685
H  1.716841  2.395845  4.361866
H  4.862743  -1.065677  1.313743
H  6.634022  -0.976610  -0.367899
H  6.151400  -0.237126  -2.689514
H  3.797998  0.418170  -3.272371
S  -0.549422  1.794677  0.871697
C  -2.184252  1.678735  0.464058
N  -2.630106  0.779120  -0.445783
C  -3.920504  0.684019  -0.816352
C  -4.872640  1.494649  -0.277187
C  -4.465858  2.443954  0.678472
C  -3.149171  2.548060  1.025331
H  -1.940272  0.098735  -0.824425
H  -4.145626  -0.064559  -1.562623
H  -5.906901  1.404943  -0.571521
H  -5.200466  3.094717  1.134694
H  -2.804589  3.273091  1.746979
I  1.330230  -0.100656  -7.925127
C  0.744216  -0.784563  -6.015037
C  1.711237  -1.237463  -5.134277
C  1.320479  -1.677447  -3.879292
C  -0.017516  -1.642894  -3.502001
C  -0.970606  -1.211081  -4.413102
C  -0.597764  -0.789645  -5.682595
C  -0.342386  -1.943628  -2.049586
O  -0.368370  -3.079823  -1.620433
O  -0.524339  -0.840147  -1.386646
H  2.755367  -1.246960  -5.416320
H  2.062337  -2.045666  -3.182023
H  -2.019652  -1.220711  -4.141210
H  -1.346240  -0.459818  -6.390179
C  -3.787850  -0.721733  3.093895
C  -3.682373  -2.117883  2.468260
C  -4.464929  -2.099362  1.142248
C  -4.331056  -3.137146  3.411583
Si  -1.803609  -2.516480  2.224823
O  -1.094447  -1.398002  1.358892
C  -1.148848  -2.484169  4.010826
C  -1.224569  -3.561873  4.895458
C  -0.823303  -3.437395  6.218661
C  -0.359610  -2.219435  6.695246
C  -0.286980  -1.132999  5.835817
C  -0.665046  -1.274204  4.508894
C  -1.662360  -4.313154  1.602813
C  -2.561511  -4.875810  0.696643
C  -2.463851  -6.199764  0.294346
C  -1.437132  -7.000528  0.771110
C  -0.510306  -6.456149  1.646744
C  -0.634439  -5.138412  2.060808
H  -4.837979  -0.440697  3.237785
H  -3.320044  0.021688  2.442928
H  -3.288661  -0.686271  4.063740
H  -5.286295  -1.375876  1.183379
H  -4.905222  -3.074801  0.929895
H  -3.812961  -1.825020  0.312034
H  -5.403646  -2.942829  3.530444
H  -3.871932  -3.095548  4.400863
H  -4.211896  -4.152855  3.026182
H  -1.599167  -4.518290  4.547500
H  -0.882931  -4.291472  6.883946
H  -0.055570  -2.119433  7.730785
H  0.062812  -0.174329  6.197963
H  -0.585563  -0.422853  3.839770
H  -3.357279  -4.273552  0.279660
H  -3.191649  -6.609714  -0.396051
H  -1.352223  -8.033359  0.455813
H  0.314061  -7.059181  2.009917
H  0.090865  -4.737866  2.756870
C  -3.110480  4.370242  -6.479933
C  -2.082140  5.118462  -5.921038
C  -1.337044  4.602543  -4.871534
C  -1.606133  3.335422  -4.362448
C  -2.648415  2.604158  -4.922634
C  -3.396772  3.110235  -5.978017
Sb  -0.517635  2.486698  -2.681009
C  1.378740  3.228507  -3.416928
C  1.640038  3.186745  -4.784023
C  2.907341  3.469678  -5.274854
C  3.933312  3.799589  -4.399880
C  3.690906  3.822897  -3.034290
C  2.424784  3.529911  -2.548922
C  -1.157679  4.245372  -1.549718
C  -2.510096  4.572739  -1.586720
C  -3.029873  5.566889  -0.768804
C  -2.197955  6.246225  0.108327
C  -0.848851  5.925125  0.161292
C  -0.336698  4.931285  -0.660191
H  -3.687545  4.768018  -7.305443
H  -1.866291  6.108745  -6.304075
H  -0.534233  5.188781  -4.438763
H  -2.875429  1.621203  -4.522484
H  -4.203048  2.526031  -6.405997
H  0.846358  2.926229  -5.475431
H  3.095577  3.419872  -6.340618
H  4.920399  4.029845  -4.781452
H  4.496046  4.049335  -2.345961
H  2.267964  3.504471  -1.476632
H  -3.173780  4.043081  -2.263945
H  -4.086342  5.805805  -0.812243
H  -2.599793  7.020075  0.751120
H  -0.195764  6.446321  0.851064
H  0.713013  4.676487  -0.585757

Atoms 1-2, force components in eV/Å:
Zn -0.1 0.0 0.2
C -0.1 -0.1 0.1

The gap between HOMO and LUMO comes out at 6.66 eV. As for the charge: -1. As for the HOMO energy: -4.71 eV. As for the multiplicity: 1. The maximum force comes out at 0.94 eV/A.



Record 2
C3H3Br2N | ωB97M-V/def2-TZVPD

Element x y z (Å)
C  -0.934882  0.746692  -3.107451
C  0.939749  -0.169836  0.820231
C  -0.500517  -0.073445  0.400316
N  -0.527505  0.486191  -2.024095
Br  -1.458641  1.372690  0.849474
Br  -1.506233  -1.644960  0.298732
H  1.450190  -1.023915  0.396909
H  1.062991  -0.414768  1.939267
H  1.474851  0.721355  0.426619

Atoms 1-2, force components in eV/Å:
C 0.5 -0.4 1.4
C 0.5 0.0 0.0

The gap between HOMO and LUMO (alpha / beta) comes out at 6.37 / 6.37 eV. For the energy relative to the best compared isomer or geometry (same formula, charge and spin), the calculation gives 4.061 eV. As for the HOMO energy (alpha / beta): -8.99 / -8.99 eV. As for the multiplicity: 1. The maximum force comes out at 1.89 eV/A.



Record 3
C5H11CuN5O6S | ωB97M-V/def2-TZVPD

Element x y z (Å)
Cu  0.808749  -0.384944  -1.283636
C  -1.596196  0.331642  3.716637
O  -0.893726  -0.773307  3.138937
C  -0.921672  -0.824190  1.800416
O  -1.534371  -0.046317  1.097659
N  -0.219498  -1.905187  1.377882
N  0.089865  -2.075968  0.021449
H  -1.489635  0.211782  4.789739
H  -2.645910  0.308599  3.430329
H  -1.149451  1.270256  3.394729
H  0.265190  -2.453820  2.068807
H  -0.521313  -2.775705  -0.383940
H  1.054530  -2.388777  -0.057198
N  -0.364373  1.450607  -1.030115
N  -1.025040  1.797939  -2.202437
C  -0.815693  1.111007  -3.347065
N  -1.546053  1.529252  -4.402057
S  0.249570  -0.178194  -3.507532
H  -0.997544  1.132345  -0.298049
H  0.241467  2.192581  -0.703109
H  -1.777975  2.467445  -2.157617
H  -2.007863  2.422799  -4.402424
H  -1.346055  1.098688  -5.287377
O  4.664022  -1.345193  0.443420
C  3.558146  -1.205210  0.042000
O  2.759314  -1.503395  -0.829063
C  2.516579  0.040412  1.384072
O  3.008233  -0.065043  2.460290
O  1.636701  0.559896  0.725254

Atoms 1-2, force components in eV/Å:
Cu 0.0 -0.1 0.0
C 0.0 0.0 0.0

The gap between HOMO and LUMO (alpha / beta) comes out at 6.97 / 7.86 eV. For the energy relative to the best compared isomer or geometry (same formula, charge and spin), the calculation gives 0.561 eV. As for the HOMO energy (alpha / beta): -6.83 / -7.87 eV. As for the multiplicity: 2. The maximum force comes out at 0.14 eV/A.



Record 4
C5H6NO | ωB97M-V/def2-TZVPD

Element x y z (Å)
C  -2.398918  0.271933  -0.042205
O  -1.248707  -0.573207  0.043197
C  -0.068698  -0.297448  -0.050620
N  0.357032  1.028383  -0.061907
C  1.618643  1.025843  -0.001780
C  2.202237  -0.313621  -0.009049
C  1.198092  -1.207762  -0.098859
H  -2.916271  -0.257168  -0.773901
H  -2.429718  1.369393  -0.106083
H  -2.881498  -0.036891  0.829233
H  2.316671  1.815341  0.137852
H  3.212666  -0.608919  0.148566
H  1.038464  -2.215878  -0.014438

Atoms 1-2, force components in eV/Å:
C -0.9 0.7 0.6
O 0.5 -1.3 -0.3

The gap between HOMO and LUMO comes out at 8.52 eV. For the energy relative to the best compared isomer or geometry (same formula, charge and spin), the calculation gives 3.414 eV. As for the charge: +1. As for the HOMO energy: -15.43 eV. As for the multiplicity: 1. Its SMILES is COC1=[N+]=CC=C1. The maximum force comes out at 3.91 eV/A.



Record 5
C2H2BrF3O | ωB97M-V/def2-TZVPD

Element x y z (Å)
O  -0.070514  0.652117  1.337823
C  -0.524785  0.141865  0.145584
Br  -0.917922  1.715068  -1.438536
C  0.639951  -0.660518  -0.387928
F  0.265053  -1.578437  -1.264139
F  1.562975  0.110787  -0.829913
F  1.114490  -1.397626  0.658311
H  -0.466905  1.384475  1.717577
H  -1.602343  -0.367732  0.061221

Atoms 1-2, force components in eV/Å:
O 1.1 -2.6 -2.1
C -2.7 1.4 -0.4

The gap between HOMO and LUMO comes out at 10.09 eV. For the energy relative to the best compared isomer or geometry (same formula, charge and spin), the calculation gives 0.711 eV. As for the HOMO energy: -10.54 eV. As for the multiplicity: 1. Its SMILES is O[C@@H](Br)C(F)(F)F. The maximum force comes out at 3.53 eV/A.



E across the listed records, respectively: -161023.212; -144729.940; -80573.823; -8809.537; -82348.066 eV.